Entry 1:
Here is C4H4FNS in the gas phase from OMol25. Energies are from wB97M-V/def2-TZVPD.

* total energy: -707.5449 Eh
* molar mass: 117.15 Da
* orbital gap: 0.333 Ha
* SMILES string: N=C=CS/C=C/F

```
! RIJCOSX wB97M-V def2-TZVPD def2/J DEFGRID3
* xyz 0 1
N -2.823 -0.785 -0.719
C -2.030 -0.219 -0.009
C -0.986 0.203 0.644
S -0.004 1.504 -0.075
C 1.585 0.802 -0.268
C 1.959 -0.429 0.037
F 3.229 -0.831 -0.160
H -3.773 -0.488 -0.869
H -0.773 -0.060 1.667
H 2.281 1.515 -0.680
H 1.335 -1.214 0.434
*
```

Entry 2:
Here is a molecular structure, C28H25ClN3PPt from OMol25. Energies are from wB97M-V/def2-TZVPD.

* total energy: -2166.5947 Eh
* molar mass: 665.03 Da
* orbital gap (alpha / beta): 0.241 / 0.237 Ha

```
! RIJCOSX wB97M-V def2-TZVPD def2/J DEFGRID3
* xyz 2 1
Pt -0.276 0.395 0.316
N 2.052 -0.276 0.275
C 2.725 -0.143 1.536
C 4.113 -0.107 1.615
C 4.742 -0.049 2.848
C 3.993 -0.038 4.014
C 2.612 -0.044 3.946
C 1.971 -0.074 2.712
P 0.152 0.015 2.604
C -0.455 -1.455 3.449
C 0.304 -2.628 3.466
C -0.169 -3.734 4.145
C -1.398 -3.684 4.790
C -2.164 -2.526 4.752
C -1.706 -1.415 4.073
C -0.450 1.437 3.559
C -0.305 1.497 4.943
C -0.733 2.619 5.630
C -1.324 3.674 4.952
C -1.514 3.595 3.581
C -1.076 2.483 2.885
H 2.618 0.129 -0.472
H 1.934 -1.267 0.053
H 4.712 -0.136 0.716
H 5.819 -0.026 2.900
H 4.480 -0.019 4.976
H 2.029 -0.030 4.853
H 1.262 -2.661 2.966
H 0.420 -4.638 4.170
H -1.762 -4.554 5.315
H -3.120 -2.497 5.252
H -2.300 -0.512 4.034
H 0.109 0.662 5.489
H -0.610 2.663 6.701
H -1.656 4.541 5.500
H -2.018 4.396 3.063
H -1.237 2.402 1.815
C -5.074 -0.264 -0.192
C -4.145 -1.282 -0.351
C -2.801 -0.958 -0.400
N -2.368 0.304 -0.308
C -3.264 1.286 -0.188
C -4.625 1.046 -0.123
H -6.126 -0.492 -0.119
H -4.453 -2.314 -0.425
H -2.049 -1.734 -0.519
H -2.880 2.296 -0.141
H -5.315 1.867 -0.010
Cl -1.275 5.132 -2.707
C -0.385 4.407 -1.439
C 0.303 5.171 -0.496
C 1.039 4.525 0.484
C 1.042 3.139 0.519
N 0.342 2.419 -0.356
C -0.343 3.016 -1.323
H 0.254 6.248 -0.533
H 1.600 5.082 1.220
H 1.607 2.593 1.266
H -0.868 2.388 -2.033
*
```

Entry 3:
Here is a molecular structure, C41H56Cl2LaN7O6S from OMol25. Energies are from wB97M-V/def2-TZVPD.

* total energy: -3780.8308 Eh
* molar mass: 984.82 Da
* orbital gap (alpha / beta): 0.103 / 0.105 Ha

```
! RIJCOSX wB97M-V def2-TZVPD def2/J DEFGRID3
* xyz 0 1
La 11.916 12.817 12.921
O 11.345 13.662 17.235
C 11.724 13.902 16.107
O 11.188 13.323 15.021
C 12.647 15.138 15.762
C 12.127 15.902 14.550
C 12.902 17.237 14.440
C 14.288 16.867 13.957
C 14.142 15.341 13.804
O 12.782 15.181 13.382
C 14.061 14.755 15.207
C 14.413 13.276 15.224
O 14.883 12.768 16.236
O 14.098 12.686 14.078
H 12.722 15.669 16.712
H 11.081 15.920 14.369
H 12.817 17.763 15.402
H 12.431 17.873 13.710
H 15.052 17.060 14.714
H 14.559 17.418 13.044
H 14.874 14.861 13.162
H 14.854 15.095 15.870
N 13.073 8.849 13.382
C 12.597 9.243 12.182
N 12.060 8.280 11.424
C 11.719 8.649 10.203
N 10.903 7.825 9.479
N 12.055 9.852 9.627
C 12.692 10.681 10.463
N 12.797 10.525 11.784
C 13.075 11.977 9.897
C 13.306 12.031 8.518
C 13.640 13.216 7.876
C 13.547 14.387 8.675
C 13.187 14.269 10.014
N 13.044 13.075 10.628
H 13.100 7.835 13.589
H 14.034 10.572 14.062
H 10.887 6.871 9.752
H 10.745 8.073 8.474
H 13.160 11.089 7.896
H 14.000 13.224 6.825
H 13.732 15.383 8.262
H 12.922 15.207 10.563
Cl 9.431 10.791 13.350
C 8.730 11.333 14.899
Cl 8.797 10.081 16.103
H 7.656 11.563 14.726
H 9.287 12.179 15.315
C 18.068 11.665 11.736
C 17.431 10.490 12.300
C 18.132 9.302 12.313
C 17.505 8.095 12.614
C 18.250 6.770 12.661
C 16.187 8.134 13.127
C 15.551 9.365 13.285
C 16.103 10.497 12.784
N 14.236 9.503 14.039
C 14.166 9.115 15.597
C 13.792 7.622 15.819
C 13.740 7.368 17.354
C 15.127 7.620 17.909
C 15.491 9.121 17.726
C 14.509 10.112 18.360
C 13.106 9.771 17.839
C 12.724 8.303 18.075
C 13.051 9.938 16.266
C 15.540 9.478 16.201
H 18.977 11.376 11.140
H 18.476 12.361 12.431
H 17.482 12.331 11.032
H 19.199 9.314 11.977
H 19.249 6.777 12.161
H 17.703 5.988 12.037
H 18.321 6.381 13.663
H 15.777 7.199 13.439
H 15.557 11.435 12.831
H 14.473 6.918 15.312
H 12.751 7.474 15.420
H 13.488 6.293 17.510
H 15.869 6.979 17.436
H 15.143 7.266 18.998
H 16.494 9.196 18.226
H 14.767 11.121 18.056
H 14.641 10.093 19.479
H 12.371 10.516 18.156
H 11.670 8.085 17.754
H 12.717 8.000 19.177
H 13.121 10.973 16.066
H 12.012 9.620 16.027
H 16.320 8.849 15.682
H 15.794 10.526 16.038
C 11.013 17.547 9.865
C 10.279 16.288 9.458
C 9.383 15.742 10.586
S 9.134 13.975 10.577
O 10.321 13.497 11.504
C 7.825 13.698 11.747
C 6.526 13.192 11.109
C 6.329 11.694 11.237
H 11.723 17.904 9.107
H 11.628 17.445 10.826
H 10.299 18.317 10.124
H 10.997 15.540 9.008
H 9.609 16.455 8.568
H 8.363 16.167 10.524
H 9.875 16.039 11.517
H 7.599 14.659 12.198
H 8.235 13.006 12.519
H 6.568 13.427 10.031
H 5.643 13.773 11.464
H 7.263 11.168 10.987
H 5.480 11.379 10.578
H 6.055 11.493 12.277
*
```

Entry 4:
Here is C5H7N in the gas phase from OMol25. Energies are from wB97M-V/def2-TZVPD.

* total energy: -249.4375 Eh
* molar mass: 81.12 Da
* orbital gap: 0.445 Ha
* SMILES string: N#CC1CCC1

```
! RIJCOSX wB97M-V def2-TZVPD def2/J DEFGRID3
* xyz 0 1
N 2.937 -0.389 0.948
C 1.967 -0.343 0.317
C 0.722 -0.270 -0.443
C -0.495 -0.999 0.195
C -1.280 0.333 0.220
C -0.047 1.079 -0.340
H 0.924 -0.577 -1.473
H -0.918 -1.784 -0.436
H -0.281 -1.422 1.179
H -2.155 0.351 -0.435
H -1.593 0.656 1.215
H 0.407 1.789 0.355
H -0.188 1.576 -1.302
*
```

Entry 5:
Here is a gas-phase ion, C4H9N2S (charge +1) from OMol25. Energies are from wB97M-V/def2-TZVPD.

* total energy: -665.1019 Eh
* molar mass: 117.20 Da
* orbital gap (alpha / beta): 0.245 / 0.264 Ha
* SMILES string: C[N+](=C=[NH2+])CC[S-]

```
! RIJCOSX wB97M-V def2-TZVPD def2/J DEFGRID3
* xyz 1 1
C 1.299 0.839 -0.400
N 0.374 -0.157 0.210
C 0.552 -1.414 0.078
N 1.604 -2.160 -0.002
C -0.920 0.379 0.766
C -1.976 0.753 -0.274
S -3.358 -0.367 -0.298
H 1.944 1.370 0.330
H 0.638 1.661 -0.862
H 1.953 0.693 -1.158
H 2.490 -1.799 0.410
H 1.535 -3.133 -0.196
H -0.768 1.346 1.349
H -1.128 -0.499 1.380
H -2.550 1.729 -0.022
H -1.689 0.759 -1.313
*
```